No. 1
# C4H11N3

A single C4H11N3 molecule in a non-equilibrium geometry (the ωB97M-V functional and the def2-TZVPD basis, the OMol25 dataset).

Results
SMILES: [H]/N=C(\N)CCCN
E: -8796.66232 eV
Energy relative to the best compared isomer or geometry (same formula, charge and spin): 0.957 eV

```
18
Properties=species:S:1:pos:R:3:forces:R:3:mulliken_charge:R:1
H -1.167 0.836 -2.286 -0.3 -0.2 -0.2 0.170
N -1.334 0.628 -1.302 0.6 0.4 0.2 -0.738
C -0.297 1.021 -0.647 -1.0 -0.4 0.2 0.652
N 0.805 1.572 -1.203 1.7 0.8 1.3 -0.409
C -0.254 0.872 0.853 -0.8 0.0 0.0 -0.914
C 0.646 -0.237 1.344 0.9 -0.3 -0.3 -0.399
C 0.172 -1.667 1.165 0.4 0.1 0.7 -0.613
N 0.032 -1.940 -0.240 -0.9 -1.3 -0.6 -0.555
H 1.588 1.956 -0.641 -1.2 -0.6 -0.6 0.206
H 0.852 1.753 -2.169 0.0 0.1 -1.0 0.165
H -1.270 0.745 1.204 -0.4 -0.4 -0.1 0.256
H 0.000 1.830 1.278 0.6 0.4 0.2 0.408
H 1.565 -0.186 0.753 0.2 0.1 0.2 0.262
H 0.899 -0.118 2.387 0.1 0.3 0.4 0.353
H 0.963 -2.313 1.564 0.0 0.1 0.0 0.399
H -0.695 -1.848 1.822 -0.2 0.0 -0.3 0.289
H -0.053 -2.971 -0.412 -0.1 1.5 0.1 0.234
H -0.804 -1.446 -0.581 0.5 -0.6 -0.2 0.234
```
Positions in Å, forces in eV/Å.


No. 2
# C4H12O

2 unconnected molecules or ions with the total composition C4H12O in a non-equilibrium geometry (the ωB97M-V functional and the def2-TZVPD basis, the OMol25 dataset).

Results
SMILES: CCO.CC
E: -6388.22923 eV
Energy relative to the best compared isomer or geometry (same formula, charge and spin): 1.892 eV

```
17
Properties=species:S:1:pos:R:3:forces:R:3:mulliken_charge:R:1
C -0.778 2.795 -0.681 -1.6 -3.1 1.9 -0.982
C 0.698 2.393 -0.574 1.7 2.3 -0.7 -0.229
O 1.018 1.276 0.170 0.0 -2.9 -0.3 -0.495
H -0.925 3.514 -1.409 -0.2 1.9 -1.1 0.358
H -1.366 2.979 0.278 1.6 0.7 -0.7 0.265
H -1.482 1.970 -0.976 1.1 0.0 -0.5 0.273
H 1.255 2.254 -1.560 -1.3 0.6 0.6 0.282
H 1.284 3.254 -0.080 -1.0 -1.0 -0.7 0.202
H 1.107 0.501 -0.463 -0.3 1.4 1.4 0.287
C -0.786 -2.847 0.409 0.4 -1.0 5.7 -0.917
C 0.624 -2.367 0.808 -2.2 3.6 -2.0 -0.541
H -1.017 -3.621 1.246 0.3 0.7 -1.3 0.222
H -1.608 -2.214 0.653 -0.4 1.0 -0.8 0.331
H -0.818 -3.424 -0.423 -0.4 -1.1 -2.9 0.347
H 0.704 -1.230 0.820 -0.4 -1.2 0.1 -0.051
H 1.258 -2.597 0.005 1.6 -1.0 -0.4 0.310
H 0.833 -2.637 1.777 1.2 -1.1 1.8 0.337
```
Positions in Å, forces in eV/Å.


- Which value of energy relative to the best compared isomer or geometry (same formula, charge and spin) does entry 2 give?
  1.892 eV


- Among the records above, which one has the lowest energy relative to the best compared isomer or geometry (same formula, charge and spin)?
  C4H11N3


- What is the E in the first record?
  -8796.66232 eV